# 1
{"formula": "C10H20N2O4", "method": "wB97M-V/def2-TZVPD", "fmax_ha_per_bohr": 0.1016, "smiles": "CC[C@H](C)[C@H](N)C(=O)N[C@H](C(=O)O)[C@@H](C)O", "lumo_energy_ev": 0.5663, "mol_weight_g_mol": 232.28, "homo_ev": -8.7, "homo_lumo_gap_ev": 9.24, "symbols": ["C", "C", "C", "C", "C", "N", "C", "O", "N", "C", "C", "O", "O", "C", "C", "O", "H", "H", "H", "H", "H", "H", "H", "H", "H", "H", "H", "H", "H", "H", "H", "H", "H", "H", "H", "H"], "xyz": [[3.73, 0.71, -0.11], [2.22, 1.14, -0.22], [1.63, 0.99, 1.19], [2.01, -0.33, 1.83], [0.10, 1.59, 1.35], [-0.23, 1.79, 2.69], [-0.72, 0.55, 0.58], [-1.00, -0.51, 1.21], [-1.11, 0.85, -0.62], [-1.94, -0.20, -1.33], [-3.24, 0.08, -0.77], [-3.33, 0.95, 0.11], [-4.33, -0.79, -1.07], [-1.41, -1.72, -1.26], [-1.54, -2.42, -2.59], [-0.11, -1.95, -0.89], [3.89, -0.38, 0.23], [4.39, 1.47, 0.43], [4.41, 0.78, -1.02], [1.61, 0.47, -1.03], [2.35, 2.31, -0.58], [2.23, 1.74, 1.80], [1.36, -1.07, 1.41], [1.79, -0.39, 2.94], [3.01, -0.46, 1.71], [-0.17, 2.61, 0.75], [0.29, 0.90, 3.30], [-1.22, 2.09, 3.05], [-0.92, 1.80, -1.11], [-1.79, -0.04, -2.45], [-4.92, -0.68, -0.14], [-2.28, -2.12, -0.61], [-2.70, -2.80, -2.92], [-1.05, -1.70, -3.26], [-0.89, -3.41, -2.66], [-0.11, -1.84, 0.02]], "mulliken_charge": [-1.2037, 0.0074, 0.0676, -1.3455, 0.1116, -0.5350, 0.2583, -0.7654, -0.0903, -0.2580, 0.4849, -0.5360, -0.5212, 0.4304, -1.2161, -0.5664, 0.2814, 0.3157, 0.3703, 0.1296, 0.1800, 0.1518, 0.0620, 0.3398, 0.5405, 0.2297, 0.3004, 0.2815, 0.3457, 0.3671, 0.4148, 0.1948, 0.1977, 0.3441, 0.3184, 0.3121]}

---

# 2
{"formula": "C10H20N2PSTc", "method": "wB97M-V/def2-TZVPD", "fmax_ha_per_bohr": 0.0802, "multiplicity": 4, "lumo_energy_ev": [-3.4334, -4.3623], "s2": 3.782, "mol_weight_g_mol": 329.32, "charge": 1, "homo_ev": [-10.0, -10.6], "homo_lumo_gap_ev": [6.58, 6.19], "symbols": ["C", "C", "C", "C", "C", "Tc", "P", "H", "H", "H", "H", "H", "H", "H", "H", "C", "N", "C", "C", "S", "N", "C", "C", "H", "H", "H", "H", "H", "H", "H", "H", "H", "H", "H", "H"], "xyz": [[0.16, -0.33, -2.45], [-0.99, -1.10, -2.83], [-0.70, -2.43, -2.39], [0.71, -2.60, -2.35], [1.25, -1.28, -2.15], [1.27, 0.69, 0.99], [-0.30, 2.26, 0.79], [0.23, 0.76, -2.37], [-1.91, -0.74, -3.27], [-1.45, -3.24, -2.33], [2.26, -1.05, -1.83], [1.25, -3.55, -2.31], [-1.44, 2.28, 1.65], [-0.92, 2.33, -0.50], [0.10, 3.64, 0.92], [2.07, 0.73, 2.95], [0.93, 0.24, 3.83], [0.37, 1.36, 4.62], [0.07, -0.70, 3.32], [0.04, -1.02, 1.63], [-0.82, -1.33, 4.10], [-0.62, -1.41, 5.54], [-1.78, -2.24, 3.52], [2.63, 1.43, 3.58], [1.66, 1.82, 2.12], [2.81, -0.07, 2.76], [-0.30, 0.97, 5.37], [1.22, 1.86, 5.09], [-0.16, 2.08, 3.98], [-1.53, -1.03, 6.03], [-0.49, -2.47, 5.83], [0.25, -0.84, 5.84], [-2.38, -1.74, 2.75], [-1.29, -3.12, 3.07], [-2.42, -2.56, 4.34]], "mulliken_spin": [0.0653, 0.2004, 0.3591, -0.0924, 0.4094, 1.8147, -0.0019, 0.0065, 0.0059, 0.0184, 0.0214, 0.0031, 0.0195, -0.0027, 0.0317, -0.0388, 0.0028, -0.0041, 0.0006, 0.1425, 0.0250, -0.0008, 0.0110, -0.0130, 0.0027, 0.0139, -0.0005, 0.0005, 0.0008, 0.0010, 0.0003, 0.0010, -0.0015, -0.0041, 0.0026]}

---

# 3
{"formula": "C10H20N3O", "method": "wB97M-V/def2-TZVPD", "fmax_ha_per_bohr": 0.0824, "smiles": "COCC/[N+](=C1/N=CCCN1)C(C)C", "lumo_energy_ev": -3.4218, "mol_weight_g_mol": 198.29, "charge": 1, "homo_ev": -13.1, "homo_lumo_gap_ev": 9.64, "symbols": ["C", "O", "C", "C", "N", "C", "N", "C", "C", "C", "N", "C", "C", "C", "H", "H", "H", "H", "H", "H", "H", "H", "H", "H", "H", "H", "H", "H", "H", "H", "H", "H", "H", "H"], "xyz": [[0.76, -3.66, 1.83], [0.36, -2.36, 1.62], [-0.78, -2.34, 0.74], [-1.36, -0.81, 0.92], [-0.97, 0.10, -0.14], [0.33, 0.51, -0.04], [0.58, 1.49, -1.01], [1.53, 2.28, -0.80], [2.55, 2.05, 0.31], [2.68, 0.57, 0.42], [1.33, 0.01, 0.65], [-1.93, 0.80, -0.99], [-1.40, 0.54, -2.49], [-2.21, 2.29, -0.78], [1.71, -3.64, 2.49], [0.85, -4.09, 0.86], [0.13, -4.21, 2.46], [-0.55, -2.63, -0.31], [-1.50, -3.01, 1.21], [-2.43, -1.01, 0.93], [-0.91, -0.67, 1.93], [1.65, 3.13, -1.51], [3.40, 2.63, -0.10], [2.19, 2.74, 1.23], [2.99, 0.19, -0.57], [3.27, 0.34, 1.26], [1.30, -1.03, 1.18], [-2.91, 0.32, -0.92], [-0.63, 1.27, -2.70], [-1.01, -0.44, -2.35], [-2.30, 0.58, -3.05], [-1.35, 2.87, -0.51], [-2.87, 2.48, 0.05], [-2.51, 2.71, -1.77]], "mulliken_charge": [-0.8347, -0.4810, -0.5993, -0.9613, 0.1307, 0.4296, -0.1613, -0.2315, -0.7406, -0.6039, -0.1458, 0.1205, -1.3811, -1.2892, 0.2694, 0.3774, 0.3107, 0.3692, 0.5187, 0.4527, 0.4259, 0.4871, 0.3726, 0.2734, 0.3486, 0.4125, 0.3533, 0.5527, 0.3712, 0.3137, 0.5268, 0.2758, 0.3843, 0.3530]}